1.
ORCA calculation (ωB97M-V with the def2-TZVPD basis set) on a single C3H3N3O2 molecule at a distorted geometry.

Output
structure (SMILES)	[H]/N=C\n1oncc1=O
energy above the lowest of the compared OMol25 structures with the same formula, charge and spin	5.838	eV
strongest force on any atom	0.1213	hartree/bohr
HOMO energy	-10.12	eV
Kohn-Sham gap	9.041	eV

Bonds (Å) are listed after each position.
Positions of all 11 atoms, in Å:
1 C -0.922 -0.459 -1.189  H5 1.182, N7 1.272, N8 1.338
2 C 1.204 0.311 1.492  C3 1.402, H6 1.145, N9 1.351
3 C 1.167 -0.470 0.328  C2 1.402, N8 1.439, O11 1.274
4 H -2.355 0.762 -1.170  N7 0.916
5 H -0.401 -1.270 -1.874  C1 1.182
6 H 1.943 0.367 2.364  C2 1.145
7 N -1.875 0.201 -1.713  C1 1.272, H4 0.916
8 N -0.196 -0.262 -0.083  C1 1.338, C3 1.439, O10 1.367
9 N 0.093 1.060 1.664  C2 1.351, O10 1.318
10 O -0.663 0.819 0.611  N8 1.367, N9 1.318
11 O 2.007 -1.057 -0.429  C3 1.274

---

2.
ORCA calculation (ωB97M-V with the def2-TZVPD basis set) on a single C3H3N3O2 molecule at a distorted geometry.

Output
structure (SMILES)	O=c1nc(O)cn[nH]1
energy above the lowest of the compared OMol25 structures with the same formula, charge and spin	2.141	eV
strongest force on any atom	0.0865	hartree/bohr
HOMO energy	-9.79	eV
Kohn-Sham gap	9.465	eV

Bonds (Å) are listed after each position.
Positions of all 11 atoms, in Å:
1 C -0.977 -0.384 -0.042  C2 1.510, N9 1.243, O10 1.301
2 C -0.821 1.113 -0.156  C1 1.510, H5 1.054, N7 1.362
3 C 1.223 -0.641 -0.033  N8 1.348, N9 1.379, O11 1.194
4 H -1.898 -1.800 0.227  O10 0.971
5 H -1.625 1.788 -0.254  C2 1.054
6 H 2.327 1.008 0.237  N8 1.038
7 N 0.411 1.636 0.098  C2 1.362, N8 1.348
8 N 1.371 0.698 -0.026  C3 1.348, H6 1.038, N7 1.348
9 N -0.038 -1.197 0.012  C1 1.243, C3 1.379
10 O -2.173 -0.895 0.011  C1 1.301, H4 0.971
11 O 2.201 -1.324 -0.074  C3 1.194

---

3.
ORCA calculation (ωB97M-V with the def2-TZVPD basis set) on 2 unconnected molecules or ions with the total composition C3H3N3O2 at a distorted geometry.

Output
structure (SMILES)	NC(=O)C=C=O.N#N
energy above the lowest of the compared OMol25 structures with the same formula, charge and spin	3.081	eV
strongest force on any atom	0.1480	hartree/bohr
HOMO energy	-9.56	eV
Kohn-Sham gap	9.369	eV

Bonds (Å) are listed after each position.
Positions of all 11 atoms, in Å:
1 C 1.459 0.165 -0.150  C2 1.454, N7 1.371, O11 1.254
2 C 0.968 -1.002 0.567  C1 1.454, C3 1.438, H6 1.324
3 C -0.409 -0.866 0.957  C2 1.438, O10 1.220
4 H 2.951 -1.141 -0.337  N7 1.055
5 H 3.487 0.484 -1.119  N7 1.133
6 H 1.688 -2.015 1.025  C2 1.324
7 N 2.753 -0.119 -0.502  C1 1.371, H4 1.055, H5 1.133
8 N -2.479 0.320 -0.467  N9 1.097
9 N -2.393 1.130 -1.203  N8 1.097
10 O -1.604 -0.847 1.202  C3 1.220
11 O 0.929 1.293 -0.278  C1 1.254

---

4.
ORCA calculation (ωB97M-V with the def2-TZVPD basis set) on a single C3H3N3O3 molecule at a distorted geometry.

Output
structure (SMILES)	O=COc1nc(=O)[nH][nH]1
energy above the lowest of the compared OMol25 structures with the same formula, charge and spin	4.458	eV
strongest force on any atom	0.1020	hartree/bohr
HOMO energy	-9.89	eV
Kohn-Sham gap	9.995	eV

Bonds (Å) are listed after each position.
Positions of all 12 atoms, in Å:
1 C -2.477 0.149 -0.646  H4 1.300, O10 1.232, O11 1.482
2 C -0.363 -0.526 -0.099  N7 1.237, N9 1.450, O11 1.341
3 C 1.752 0.348 -0.082  N7 1.452, N8 1.433, O12 1.164
4 H -3.559 -0.097 -1.324  C1 1.300
5 H 1.675 0.429 2.044  N8 1.244
6 H 0.107 -1.825 1.271  N9 0.992
7 N 0.451 0.182 -0.704  C2 1.237, C3 1.452
8 N 1.610 -0.408 1.127  C3 1.433, H5 1.244, N9 1.451
9 N 0.228 -0.844 1.187  C2 1.450, H6 0.992, N8 1.451
10 O -2.105 1.248 -0.230  C1 1.232
11 O -1.580 -1.003 -0.395  C1 1.482, C2 1.341
12 O 2.721 0.901 -0.413  C3 1.164

---

5.
ORCA calculation (ωB97M-V with the def2-TZVPD basis set) on a single C3H3N3OS molecule at a distorted geometry.

Output
structure (SMILES)	[H]/N=C1/N=CC(=O)N1S
energy above the lowest of the compared OMol25 structures with the same formula, charge and spin	2.505	eV
strongest force on any atom	0.0851	hartree/bohr
HOMO energy	-9.51	eV
Kohn-Sham gap	8.287	eV

Bonds (Å) are listed after each position.
Positions of all 11 atoms, in Å:
1 C -0.251 1.157 -0.008  N7 1.419, N8 1.301, N9 1.418
2 C -1.680 -0.476 0.001  C3 1.491, H6 1.144, N9 1.292
3 C -0.369 -1.173 -0.148  C2 1.491, N7 1.449, O10 1.171
4 H 2.322 -1.506 0.441  S11 1.487
5 H 1.267 2.283 -0.338  N8 1.079
6 H -2.657 -1.045 0.176  C2 1.144
7 N 0.515 -0.037 0.018  C1 1.419, C3 1.449, S11 1.792
8 N 0.212 2.367 -0.128  C1 1.301, H5 1.079
9 N -1.622 0.811 0.098  C1 1.418, C2 1.292
10 O -0.044 -2.298 -0.122  C3 1.171
11 S 2.306 -0.083 0.009  H4 1.487, N7 1.792

---

6.
ORCA calculation (ωB97M-V with the def2-TZVPD basis set) on 2 unconnected molecules or ions with the total composition C3H3N3OS at a distorted geometry.

Output
structure (SMILES)	N#C/C(O)=[NH+]\[S-].C#N
energy above the lowest of the compared OMol25 structures with the same formula, charge and spin	3.981	eV
strongest force on any atom	0.0691	hartree/bohr
HOMO energy (alpha / beta)	-8.02 / -8.02	eV
Kohn-Sham gap (alpha / beta)	7.438 / 7.444	eV

Bonds (Å) are listed after each position.
Positions of all 11 atoms, in Å:
1 C -0.983 0.776 1.282  C3 1.389, N4 1.155
2 C 0.846 0.988 -2.514  N5 1.163, H9 1.088
3 C -0.172 -0.303 0.953  C1 1.389, N6 1.306, O7 1.401
4 N -1.582 1.694 1.643  C1 1.155
5 N 0.857 0.840 -1.361  C2 1.163
6 N -0.539 -1.240 0.121  C3 1.306, S8 1.653, H10 1.013
7 O 1.018 -0.525 1.658  C3 1.401, H11 1.053
8 S -1.834 -1.456 -0.883  N6 1.653
9 H 0.975 1.075 -3.591  C2 1.088
10 H 0.257 -1.866 0.142  N6 1.013
11 H 1.156 0.018 2.550  O7 1.053

---

7.
ORCA calculation (ωB97M-V with the def2-TZVPD basis set) on a single C3H3N3S molecule at a distorted geometry.

Output
structure (SMILES)	[H]/N=C1/N=CC(=S)N1
energy above the lowest of the compared OMol25 structures with the same formula, charge and spin	0.954	eV
strongest force on any atom	0.0841	hartree/bohr
HOMO energy	-9.29	eV
Kohn-Sham gap	7.723	eV

Bonds (Å) are listed after each position.
Positions of all 10 atoms, in Å:
1 C 1.087 -0.114 -0.131  N7 1.224, N8 1.431, N9 1.434
2 C -1.242 0.138 -0.014  C3 1.458, N8 1.401, S10 1.665
3 C -0.528 1.408 0.041  C2 1.458, H6 1.057, N9 1.275
4 H 2.172 -1.653 0.159  N7 1.070
5 H -0.417 -1.782 -0.028  N8 1.050
6 H -0.976 2.359 0.145  C3 1.057
7 N 2.205 -0.606 -0.060  C1 1.224, H4 1.070
8 N -0.174 -0.765 0.060  C1 1.431, C2 1.401, H5 1.050
9 N 0.732 1.275 -0.099  C1 1.434, C3 1.275
10 S -2.858 -0.260 -0.072  C2 1.665

---

8.
ORCA calculation (ωB97M-V with the def2-TZVPD basis set) on a single C3H3N5 molecule at a distorted geometry.

Output
structure (SMILES)	[H]/N=c1\cnncnn1
energy above the lowest of the compared OMol25 structures with the same formula, charge and spin	5.883	eV
strongest force on any atom	0.1809	hartree/bohr
HOMO energy	-10.51	eV
Kohn-Sham gap	8.722	eV

Bonds (Å) are listed after each position.
Positions of all 11 atoms, in Å:
1 C 0.887 -0.245 -0.164  C2 1.619, N7 1.319, N11 1.309
2 C -0.160 -1.075 0.751  C1 1.619, H5 1.109, N8 1.372
3 C -1.031 1.275 -0.409  H6 1.212, N9 1.417, N10 1.371
4 H 2.101 -0.418 1.267  N7 1.087
5 H 0.220 -2.109 0.627  C2 1.109
6 H -1.065 2.462 -0.650  C3 1.212
7 N 2.155 -0.218 0.200  C1 1.319, H4 1.087
8 N -1.508 -0.840 0.655  C2 1.372, N9 1.488
9 N -1.727 0.631 0.644  C3 1.417, N8 1.488
10 N -0.434 0.681 -1.492  C3 1.371, N11 1.297
11 N 0.564 -0.145 -1.428  C1 1.309, N10 1.297

---

9.
ORCA calculation (ωB97M-V with the def2-TZVPD basis set) on a single C3H3N5 molecule at a distorted geometry.

Output
structure (SMILES)	[H]/N=c1/cncnnn1
energy above the lowest of the compared OMol25 structures with the same formula, charge and spin	3.099	eV
strongest force on any atom	0.0742	hartree/bohr
HOMO energy	-10.09	eV
Kohn-Sham gap	9.692	eV

Bonds (Å) are listed after each position.
Positions of all 11 atoms, in Å:
1 C 0.274 0.030 -1.083  C2 1.508, N7 1.316, N11 1.438
2 C 0.000 1.385 -0.480  C1 1.508, H5 1.083, N8 1.298
3 C 0.232 0.374 1.559  H6 1.114, N8 1.485, N9 1.285
4 H 1.089 -1.517 -1.697  N7 1.047
5 H -0.288 2.209 -1.121  C2 1.083
6 H 0.909 0.613 2.410  C3 1.114
7 N 1.378 -0.523 -1.536  C1 1.316, H4 1.047
8 N -0.004 1.625 0.795  C2 1.298, C3 1.485
9 N -0.095 -0.842 1.297  C3 1.285, N10 1.415
10 N -1.056 -1.220 0.330  N9 1.415, N11 1.253
11 N -0.900 -0.759 -0.824  C1 1.438, N10 1.253

---

10.
ORCA calculation (ωB97M-V with the def2-TZVPD basis set) on a single C3H3N5 molecule at a distorted geometry.

Output
structure (SMILES)	[H]/N=c1/nccnnn1
energy above the lowest of the compared OMol25 structures with the same formula, charge and spin	2.998	eV
strongest force on any atom	0.0562	hartree/bohr
HOMO energy	-9.79	eV
Kohn-Sham gap	8.893	eV

Bonds (Å) are listed after each position.
Positions of all 11 atoms, in Å:
1 C -1.208 -0.032 -0.177  N7 1.266, N8 1.449, N11 1.499
2 C 0.680 1.238 -0.433  C3 1.485, H5 1.057, N8 1.303
3 C 1.333 0.229 0.438  C2 1.485, H6 1.116, N9 1.284
4 H -2.381 -1.049 0.656  N7 1.054
5 H 1.289 2.044 -0.746  C2 1.057
6 H 2.076 0.480 1.232  C3 1.116
7 N -2.148 -0.022 0.671  C1 1.266, H4 1.054
8 N -0.599 1.184 -0.676  C1 1.449, C2 1.303
9 N 1.268 -1.050 0.338  C3 1.284, N10 1.398
10 N 0.422 -1.678 -0.580  N9 1.398, N11 1.209
11 N -0.732 -1.345 -0.723  C1 1.499, N10 1.209